(1)
This record from the OMol25 dataset describes 9 unconnected molecules or ions with the total composition C35H58F15NO13. The level of theory is wB97M-V/def2-TZVPD.

CARTESIAN COORDINATES (ANGSTROEM)
1 C -1.79476 0.59050 7.61066
2 C -2.81829 -0.05795 6.70203
3 O -2.43033 -1.36384 6.35256
4 C -2.96320 -1.96603 5.21828
5 O -3.60836 -1.37759 4.35817
6 C -2.68543 -3.44829 5.01122
7 F -3.77514 -4.12844 4.56976
8 F -1.67972 -3.49564 4.14842
9 F -2.26919 -3.98392 6.20171
10 H -1.63232 -0.09765 8.44022
11 H -2.15442 1.54144 8.00368
12 H -0.86032 0.74497 7.07115
13 H -2.79741 0.55321 5.79972
14 H -3.84857 0.02214 7.04874
15 C 1.72297 -0.64702 -8.99618
16 C 2.64175 -1.27765 -10.08335
17 O 3.25226 -0.38625 -10.99009
18 C 2.53546 0.47663 -11.78050
19 O 1.32096 0.43298 -11.97454
20 C 3.40971 1.59757 -12.47508
21 F 3.58180 1.28191 -13.74014
22 F 2.74548 2.78832 -12.49875
23 F 4.61229 1.65934 -11.83926
24 H 2.17640 0.18597 -8.45893
25 H 1.43857 -1.41061 -8.27221
26 H 0.78699 -0.15888 -9.26779
27 H 2.13906 -2.00839 -10.71693
28 H 3.45141 -1.85208 -9.63327
29 C 8.32075 -1.90798 1.54949
30 C 6.95303 -2.28120 0.92034
31 O 6.56151 -3.60120 1.15865
32 C 5.99648 -3.98936 2.31076
33 O 5.47884 -3.20792 3.07230
34 C 5.89073 -5.50126 2.45799
35 F 6.43205 -5.90575 3.65348
36 F 4.58093 -5.84338 2.40660
37 F 6.47313 -6.15610 1.46701
38 H 9.09094 -2.64060 1.30833
39 H 8.33251 -1.83833 2.63720
40 H 8.72281 -0.95183 1.21445
41 H 7.12469 -2.25638 -0.15577
42 H 6.24077 -1.58545 1.36389
43 C -7.17112 0.24611 -2.88416
44 C -6.04246 1.26313 -2.81745
45 O -5.71198 1.84492 -4.08287
46 C -4.81711 2.87905 -4.19011
47 O -4.42660 3.50214 -3.17670
48 C -4.34069 3.24586 -5.60059
49 F -4.82385 2.38782 -6.53048
50 F -4.76136 4.51439 -5.83154
51 F -3.01667 3.23929 -5.55456
52 H -7.42291 -0.18980 -1.91737
53 H -6.90054 -0.63578 -3.46481
54 H -8.11031 0.60470 -3.30540
55 H -5.19789 0.75898 -2.34773
56 H -6.21387 2.08436 -2.12154
57 C 5.47524 3.15978 7.44959
58 C 5.10633 4.39937 8.22608
59 O 6.31635 5.04873 8.38250
60 C 6.46013 6.31534 8.81053
61 O 5.54394 7.06716 9.13297
62 C 7.94519 6.81930 8.78945
63 F 8.33111 7.13912 10.02914
64 F 8.74487 5.84827 8.35983
65 F 8.06735 7.78918 7.92058
66 H 6.18436 3.37980 6.65157
67 H 4.59284 2.68733 7.01802
68 H 6.01746 2.45483 8.07978
69 H 4.62531 4.23901 9.19097
70 H 4.40564 4.98739 7.63331
71 C -1.17215 -9.21053 -7.63609
72 C -1.29623 -8.68993 -6.11635
73 N -1.41166 -7.22778 -6.01945
74 C -2.71332 -6.76487 -6.52483
75 C -2.79599 -5.23417 -6.68668
76 C -1.06653 -6.87974 -4.64330
77 C 0.41688 -7.12545 -4.32336
78 H -1.22221 -10.29776 -7.57678
79 H -0.24778 -8.87942 -8.10940
80 H -1.99183 -8.88780 -8.27802
81 H -2.15317 -9.15329 -5.62744
82 H -0.40594 -9.04227 -5.59545
83 H -3.03023 -7.15203 -7.49323
84 H -3.47752 -7.09055 -5.81913
85 H -3.86293 -5.02067 -6.75106
86 H -2.47388 -4.67672 -5.80715
87 H -2.39902 -4.84869 -7.62579
88 H -1.65891 -7.42023 -3.90503
89 H -1.24315 -5.82362 -4.43952
90 H 1.05234 -6.80886 -5.15044
91 H 0.61173 -8.14255 -3.98332
92 H 0.71281 -6.54354 -3.45048
93 C -9.71143 2.71115 4.20707
94 C -8.55116 3.55384 4.76254
95 C -7.38753 3.88265 3.81648
96 O -8.63150 4.10754 5.84870
97 H -10.56735 2.95286 4.83721
98 H -9.45354 1.65214 4.19647
99 H -10.08547 2.95984 3.21392
100 H -7.81425 4.27001 2.89130
101 H -6.77394 3.00802 3.60051
102 H -6.67870 4.55870 4.29463
103 C 1.50452 8.70763 5.52706
104 C 0.20126 8.06809 6.11779
105 C -0.36866 8.68551 7.33641
106 O -0.41728 7.14897 5.57566
107 H 1.23200 9.52787 4.86296
108 H 2.13440 8.02442 4.95734
109 H 2.03958 9.18710 6.34676
110 H -1.20224 8.08804 7.70557
111 H -0.79804 9.64900 7.06177
112 H 0.23208 8.76570 8.24238
113 C 0.86159 -0.40775 -0.11822
114 C 1.07958 1.10636 -0.12873
115 C 0.43266 1.86265 1.00150
116 O 1.70558 1.59026 -1.08280
117 H 1.15356 -0.89246 0.81339
118 H 1.37605 -0.88082 -0.95466
119 H -0.18192 -0.66688 -0.29727
120 H -0.58824 1.50045 1.12270
121 H 0.56318 2.93520 0.85763
122 H 0.96778 1.63606 1.92367

SMILES string: CCOC(=O)C(F)(F)F.CCOC(=O)C(F)(F)F.CCOC(=O)C(F)(F)F.CCOC(=O)C(F)(F)F.CCOC(=O)C(F)(F)F.CCN(CC)CC.CC(C)=O.CC(C)=O.CC(C)=O
Multiplicity: 1
HOMO (eV): -8.502
Frontier orbital gap (eV): 8.543
Relative energy (zero: lowest compared OMol25 entry of this formula, charge and spin) (kJ/mol): 290.79
Maximum force (eV Å⁻¹): 5.5


(2)
This record from the OMol25 dataset describes 8 unconnected molecules or ions with the total composition C31H78O8. The level of theory is wB97M-V/def2-TZVPD.

CARTESIAN COORDINATES (ANGSTROEM)
1 C 4.86986 -0.64292 4.52315
2 C 3.53715 0.11576 4.61351
3 O 2.63740 -0.64950 5.42452
4 C 1.40311 -0.00066 5.66294
5 C 0.64195 -0.96828 6.58312
6 H 5.19883 -0.87037 5.53713
7 H 4.71959 -1.62752 4.08034
8 H 5.57904 -0.03850 3.95761
9 H 3.78136 1.01436 5.18005
10 H 3.01952 0.36134 3.68623
11 H 1.54034 1.02884 5.99370
12 H 0.84845 -0.03823 4.72536
13 H 0.31080 -1.86502 6.05940
14 H -0.32494 -0.58898 6.91381
15 H 1.24743 -1.25977 7.44133
16 C 3.19689 0.49685 -3.56573
17 C 3.70853 -0.66377 -2.66769
18 O 3.14917 -1.88987 -3.15230
19 C 3.49849 -3.06879 -2.47320
20 C 2.77786 -4.30454 -3.02205
21 H 3.61459 1.46017 -3.27308
22 H 3.42499 0.22549 -4.59647
23 H 2.11011 0.57256 -3.52983
24 H 4.79781 -0.67604 -2.70538
25 H 3.52660 -0.47051 -1.61049
26 H 4.58239 -3.17329 -2.42474
27 H 3.16797 -3.05749 -1.43459
28 H 1.69741 -4.16216 -3.00047
29 H 2.96887 -5.18825 -2.41322
30 H 3.11296 -4.52493 -4.03557
31 C -2.34519 3.28826 -2.31596
32 C -0.96874 3.78362 -2.70272
33 O -0.52849 3.01566 -3.80395
34 C 0.68353 3.46873 -4.36388
35 C 0.99742 2.58379 -5.56744
36 H -3.13369 3.51840 -3.03249
37 H -2.27042 2.23314 -2.05282
38 H -2.57594 3.87796 -1.42878
39 H -1.02802 4.83458 -2.98567
40 H -0.23308 3.61984 -1.91526
41 H 0.55085 4.46724 -4.78038
42 H 1.55507 3.45567 -3.70939
43 H 0.28084 2.87167 -6.33668
44 H 0.88498 1.51238 -5.40150
45 H 2.02032 2.58722 -5.94394
46 C -1.07360 -0.80724 -4.38787
47 C 0.12184 -1.68654 -4.68397
48 O -0.03225 -2.68635 -5.66523
49 C -0.88677 -3.79842 -5.35096
50 C -1.05385 -4.66128 -6.64256
51 H -0.82028 0.18651 -4.01857
52 H -1.64632 -0.64149 -5.30035
53 H -1.74104 -1.32883 -3.70190
54 H 0.86078 -0.99727 -5.09259
55 H 0.56997 -2.05005 -3.75924
56 H -0.43449 -4.40845 -4.56903
57 H -1.86220 -3.46758 -4.99435
58 H -1.50979 -4.06165 -7.43038
59 H -1.77394 -5.45832 -6.45735
60 H -0.17774 -5.24477 -6.92550
61 C 0.02555 5.62547 0.40453
62 C 1.24059 4.87973 0.84788
63 O 0.93374 4.65853 2.21303
64 C 1.89111 3.81883 2.81564
65 C 1.32200 3.34479 4.17505
66 H 0.04228 5.77811 -0.67460
67 H -0.81155 5.04155 0.78717
68 H -0.00299 6.63061 0.82521
69 H 1.28501 3.95885 0.26642
70 H 2.20072 5.38291 0.73354
71 H 2.10035 2.94233 2.20241
72 H 2.88121 4.23809 2.99459
73 H 0.39032 2.79091 4.05975
74 H 1.11642 4.22201 4.78850
75 H 2.04147 2.68866 4.66490
76 C -4.20885 -0.43086 -1.79781
77 C -4.78981 0.76735 -1.02442
78 O -3.93424 1.18373 0.05424
79 C -4.40228 2.43318 0.59855
80 C -3.40270 2.84918 1.68904
81 H -3.22607 -0.20606 -2.21219
82 H -4.15694 -1.33693 -1.19411
83 H -4.81593 -0.79726 -2.62563
84 H -5.07502 1.62183 -1.63812
85 H -5.64874 0.38026 -0.47626
86 H -4.49287 3.26238 -0.10310
87 H -5.36665 2.30229 1.08943
88 H -3.16934 1.98814 2.31534
89 H -3.86306 3.59871 2.33276
90 H -2.52934 3.30542 1.22299
91 C -1.68197 -1.97344 3.37518
92 C -1.92403 -3.01733 4.47602
93 O -1.15483 -4.16015 4.20418
94 C -1.43825 -5.27620 5.01096
95 C -0.35213 -6.35228 4.88879
96 H -0.72689 -1.45073 3.42712
97 H -1.77213 -2.54779 2.45317
98 H -2.52285 -1.28550 3.28713
99 H -1.68413 -2.54626 5.42924
100 H -2.95594 -3.35993 4.55282
101 H -1.48354 -4.97491 6.05751
102 H -2.38479 -5.72402 4.70829
103 H -0.31660 -6.84775 3.91856
104 H -0.59514 -7.15410 5.58602
105 H 0.60140 -5.95609 5.23797
106 C -0.02882 0.62084 1.48827
107 C -0.65117 0.34178 0.13510
108 C 0.24928 -0.35992 -0.88162
109 O -1.78948 -0.44299 0.42190
110 H 0.74368 1.37085 1.31848
111 H 0.46753 -0.27125 1.87024
112 H -0.77202 1.08762 2.13470
113 H -1.02528 1.24318 -0.35031
114 H -0.27921 -0.53296 -1.81910
115 H 0.61468 -1.32257 -0.52402
116 H 1.06843 0.29872 -1.17020
117 H -2.55406 0.11777 0.27169

Multiplicity: 2
Total charge: -1
HOMO (alpha / beta) (eV): 0.903 / -7.144
Frontier orbital gap (alpha / beta) (eV): 1.647 / 9.595
Maximum force (eV Å⁻¹): 2.0


(3)
This record from the OMol25 dataset describes a molecular structure, H22HeNeO11. The level of theory is wB97M-V/def2-TZVPD.

CARTESIAN COORDINATES (ANGSTROEM)
1 He -1.37240 2.71420 -2.75494
2 Ne -0.04384 0.33181 -0.73291
3 O 0.32420 -0.39324 2.15623
4 H 1.00011 0.09994 1.69131
5 H 0.76126 -0.71456 2.94488
6 O -2.41047 0.40965 1.93054
7 H -1.49528 0.33721 2.20150
8 H -2.62964 -0.45807 1.59106
9 O 0.71936 2.86069 0.30324
10 H 1.07015 2.34620 1.03021
11 H 1.25836 2.61313 -0.44804
12 O -0.11192 -2.52490 0.58906
13 H 0.73388 -2.40019 0.15859
14 H -0.08726 -1.93459 1.34216
15 O -2.87379 -2.06452 0.65707
16 H -2.12328 -2.55723 0.32509
17 H -3.50605 -2.73525 0.91515
18 O 2.11567 1.62277 2.25077
19 H 3.00477 1.60778 2.60504
20 H 1.55492 1.75456 3.01524
21 O 2.48990 1.98340 -1.65683
22 H 3.12623 1.37012 -1.28913
23 H 1.96279 1.45286 -2.25425
24 O 1.35040 0.04495 -3.40263
25 H 0.84011 0.08791 -4.21132
26 H 1.26324 -0.86282 -3.11179
27 O -3.06055 -1.40225 -2.35356
28 H -2.77320 -1.70916 -1.49363
29 H -3.19504 -0.46138 -2.23996
30 O 2.26400 -2.82376 -0.66192
31 H 2.36468 -3.77014 -0.76424
32 H 2.94267 -2.57675 -0.03373
33 O -2.13956 2.79058 0.47467
34 H -1.22508 3.01324 0.30038
35 H -2.09940 1.94779 0.92671

Multiplicity: 1
HOMO (eV): -9.348
Frontier orbital gap (eV): 8.745
Relative energy (zero: lowest compared OMol25 entry of this formula, charge and spin) (kJ/mol): 68.07
Maximum force (eV Å⁻¹): 1.0